[1]
Molecular formula: C9H15ClFIO3
Method: DFT, wB97M-V/def2-TZVPD

For the LUMO energy, the calculation gives -0.005 Eh. As for the molar mass: 352.6 g/mol. The structure (SMILES) is COCCO[C@@](F)(CC(=O)Cl)C[C@H](C)I. Its orbital gap is 9.097 eV. The calculation puts the strongest force on any atom at 9.4 eV/A.

Each line ends with the natural charge from an NBO analysis.
Cartesian coordinates (Å):
C  1.077  2.426  2.449  -0.296
O  0.383  1.140  2.617  -0.560
C  -1.005  1.179  2.138  -0.093
C  -1.186  1.751  0.598  -0.127
O  -0.139  1.358  -0.338  -0.537
C  -0.569  0.375  -1.338  0.668
F  -1.803  0.797  -2.108  -0.412
C  0.561  0.136  -2.549  -0.570
C  2.092  0.483  -2.116  0.562
O  2.576  1.635  -1.650  -0.498
Cl  3.374  -0.886  -2.363  -0.092
C  -0.985  -1.085  -0.667  -0.507
C  0.255  -2.141  -0.521  -0.351
C  -0.421  -3.555  0.064  -0.655
I  1.795  -1.579  0.937  0.129
H  1.888  2.475  3.324  0.203
H  0.374  3.362  2.456  0.184
H  1.723  2.326  1.452  0.211
H  -1.634  1.926  2.824  0.177
H  -1.572  0.134  2.247  0.196
H  -1.129  2.939  0.698  0.203
H  -2.285  1.509  0.287  0.212
H  0.436  -0.933  -3.064  0.266
H  0.265  0.911  -3.407  0.291
H  -1.754  -1.573  -1.438  0.240
H  -1.566  -0.996  0.345  0.241
H  0.764  -2.455  -1.539  0.233
H  -1.534  -3.700  -0.270  0.221
H  0.299  -4.425  -0.312  0.227
H  -0.278  -3.532  1.244  0.231


[2]
Molecular formula: C17H19ClN2O3S
Method: DFT, wB97M-V/def2-TZVPD

For the LUMO energy, the calculation gives 0.019 Eh. As for the molar mass: 366.9 g/mol. The structure (SMILES) is CCOC(=O)CNC(=S)N(Cc1ccco1)Cc1ccccc1Cl. Its orbital gap is 8.644 eV. The energy relative to the best compared isomer or geometry (same formula, charge and spin) comes out at 50.57 kJ/mol. The calculation puts the strongest force on any atom at 0.9 eV/A.

Each line ends with the natural charge from an NBO analysis.
Cartesian coordinates (Å):
C  1.348  -1.870  -3.391  -0.638
C  1.571  -0.382  -3.167  -0.075
H  0.624  0.160  -3.116  0.188
H  2.200  0.035  -3.960  0.201
O  2.200  -0.141  -1.905  -0.521
C  3.523  -0.301  -1.839  0.790
O  4.237  -0.520  -2.778  -0.594
C  4.018  -0.165  -0.402  -0.340
N  3.025  0.362  0.496  -0.601
C  2.022  -0.437  0.957  0.327
N  0.903  0.152  1.435  -0.425
C  -0.131  -0.644  2.062  -0.268
C  -1.327  -0.824  1.166  -0.072
C  -1.151  -0.983  -0.204  -0.142
C  -2.230  -1.135  -1.053  -0.215
C  -3.517  -1.131  -0.542  -0.213
C  -3.717  -0.986  0.818  -0.229
C  -2.627  -0.838  1.660  -0.023
Cl  -2.920  -0.665  3.359  0.000
H  -4.714  -0.985  1.232  0.227
H  -4.366  -1.245  -1.199  0.217
H  -2.068  -1.257  -2.113  0.211
H  -0.147  -0.985  -0.599  0.216
H  0.309  -1.625  2.276  0.277
H  -0.422  -0.178  3.006  0.224
C  0.665  1.588  1.293  -0.271
C  -0.766  1.972  1.471  0.258
C  -1.488  2.322  2.575  -0.285
C  -2.797  2.603  2.118  -0.314
C  -2.771  2.410  0.773  0.102
O  -1.547  2.038  0.370  -0.404
H  -3.527  2.503  0.019  0.209
H  -3.634  2.903  2.713  0.234
H  -1.136  2.372  3.585  0.232
H  0.947  1.898  0.279  0.221
H  1.272  2.136  2.027  0.217
S  2.229  -2.084  0.993  -0.282
H  2.823  1.342  0.369  0.390
H  4.914  0.458  -0.384  0.231
H  4.284  -1.173  -0.060  0.278
H  0.790  -2.299  -2.562  0.217
H  0.794  -2.022  -4.312  0.216
H  2.305  -2.380  -3.466  0.227


[3]
Molecular formula: C2H7N3O
Method: DFT, wB97M-V/def2-TZVPD

For the LUMO energy, the calculation gives 0.037 Eh. As for the molar mass: 89.1 g/mol. The structure (SMILES) is [H]/N=C(/NN)OC. Its orbital gap is 10.908 eV. The energy relative to the best compared isomer or geometry (same formula, charge and spin) comes out at 306.85 kJ/mol. The calculation puts the strongest force on any atom at 4.1 eV/A.

Each line ends with the natural charge from an NBO analysis.
Cartesian coordinates (Å):
C  2.029  -0.548  -0.027  -0.261
C  -0.162  0.455  -0.282  0.688
H  2.303  -1.587  0.395  0.211
H  2.729  -0.360  -0.895  0.188
H  2.137  0.300  0.665  0.175
H  1.148  1.646  0.179  0.328
H  -1.994  1.081  -0.434  0.365
H  -2.504  -0.241  1.141  0.340
H  -2.834  -1.180  -0.199  0.349
N  0.149  1.636  0.165  -0.747
N  -1.530  0.226  -0.694  -0.466
N  -2.114  -0.766  0.270  -0.664
O  0.643  -0.661  -0.283  -0.504


[4]
Molecular formula: C5H8NO2
Method: DFT, wB97M-V/def2-TZVPD

The multiplicity is 2. For the LUMO energy (spin up / spin down), the calculation gives 0.035 / -0.108 Eh. As for the molar mass: 114.1 g/mol. Its orbital gap (spin up / spin down) is 10.120 / 5.946 eV. The energy relative to the best compared isomer or geometry (same formula, charge and spin) comes out at 160.69 kJ/mol. The calculation puts the strongest force on any atom at 0.8 eV/A.

Each line ends with the natural charge from an NBO analysis.
Cartesian coordinates (Å):
O  -0.024  -1.362  0.192  -0.634
C  -1.117  -0.941  -0.131  0.740
O  -1.451  0.307  -0.218  -0.335
C  -2.243  -1.897  -0.485  -0.704
H  -3.160  -1.380  -0.740  0.226
H  -1.912  -2.538  -1.297  0.245
H  -2.411  -2.551  0.359  0.243
C  0.752  1.741  0.268  0.017
C  0.857  1.591  -1.061  -0.384
C  2.299  0.451  1.385  -0.016
N  1.794  1.585  1.170  -0.412
H  -0.193  1.977  0.733  0.221
H  1.806  1.415  -1.548  0.205
H  -0.052  1.666  -1.640  0.219
H  3.133  0.403  2.080  0.169
H  1.923  -0.468  0.933  0.199


[5]
Molecular formula: C12H47N3O10
Method: DFT, wB97M-V/def2-TZVPD

For the LUMO energy, the calculation gives 0.013 Eh. As for the molar mass: 393.5 g/mol. The structure (SMILES) is COC[C@H](C)N.COC[C@H](C)N.COC[C@H](C)N.O.O.O.O.O.O.O. Its orbital gap is 9.395 eV. The energy relative to the best compared isomer or geometry (same formula, charge and spin) comes out at 10.56 kJ/mol. The calculation puts the strongest force on any atom at 1.6 eV/A.

Each line ends with the Mulliken charge.
Cartesian coordinates (Å):
C  1.189  1.316  4.913  -1.683
C  1.417  1.657  3.443  0.639
C  2.744  1.200  2.916  -1.090
O  3.026  -0.189  2.923  -0.298
C  3.731  -0.619  4.058  -0.865
N  0.293  1.245  2.586  -0.381
H  1.138  0.229  5.027  0.314
H  0.242  1.731  5.256  0.380
H  2.004  1.699  5.527  0.442
H  1.490  2.748  3.359  0.379
H  3.543  1.730  3.453  0.541
H  2.874  1.545  1.885  0.317
H  4.786  -0.324  4.000  0.282
H  3.701  -1.710  4.078  0.294
H  3.311  -0.249  4.992  0.326
H  0.295  0.221  2.537  0.460
H  -0.555  1.415  3.132  0.174
C  -4.695  0.531  2.379  -1.547
C  -3.212  0.241  2.410  0.487
C  -2.745  -0.082  3.797  -0.637
O  -2.592  1.102  4.555  -0.357
C  -2.123  0.850  5.851  -0.830
N  -2.896  -0.869  1.467  -0.524
H  -4.984  0.937  1.407  0.340
H  -4.956  1.333  3.078  0.350
H  -5.277  -0.359  2.619  0.386
H  -2.692  1.121  2.023  0.183
H  -1.798  -0.653  3.771  0.193
H  -3.474  -0.761  4.285  0.560
H  -2.835  0.256  6.442  0.341
H  -1.947  1.802  6.351  0.281
H  -1.157  0.316  5.857  0.276
H  -1.889  -0.985  1.600  0.258
H  -3.355  -1.728  1.760  0.225
C  -0.399  1.160  -8.613  -1.442
C  0.178  0.311  -7.474  0.851
C  -0.920  -0.178  -6.582  -0.889
O  -0.470  -0.801  -5.412  -0.336
C  0.089  0.097  -4.471  -0.438
N  0.810  -0.893  -8.052  -0.733
H  -1.172  0.593  -9.130  0.315
H  0.400  1.388  -9.318  0.368
H  -0.840  2.083  -8.234  0.370
H  0.897  0.890  -6.883  0.144
H  -1.515  -0.920  -7.120  0.389
H  -1.624  0.639  -6.337  0.357
H  1.086  0.425  -4.780  0.259
H  0.162  -0.396  -3.504  -0.023
H  -0.552  0.981  -4.329  0.300
H  1.086  -1.535  -7.315  0.242
H  1.648  -0.650  -8.568  0.228
O  0.981  -0.396  -0.539  -0.381
H  0.120  -0.152  -0.915  0.380
H  0.787  -0.618  0.391  0.134
O  -0.939  -3.301  -1.786  -0.634
H  -0.282  -3.384  -2.485  0.330
H  -1.023  -2.350  -1.644  0.343
O  -1.714  -0.409  -1.129  -0.604
H  -2.275  -0.937  -0.530  0.246
H  -2.241  0.374  -1.322  0.225
O  0.984  2.357  0.004  -0.789
H  1.210  1.584  -0.527  0.368
H  0.757  1.977  0.882  0.373
O  3.154  -0.972  -2.092  -0.672
H  2.375  -0.684  -1.567  0.368
H  3.845  -0.335  -1.885  0.331
O  3.024  -2.870  0.428  -0.622
H  3.945  -2.712  0.654  0.280
H  2.844  -2.233  -0.284  0.319
O  0.716  -1.382  2.099  -0.555
H  0.680  -2.341  2.170  0.188
H  1.586  -1.109  2.462  0.196


[6]
Molecular formula: C2H10N2S
Method: DFT, wB97M-V/def2-TZVPD

The multiplicity is 2. For the LUMO energy (spin up / spin down), the calculation gives 0.109 / 0.108 Eh. As for the total charge: -1. As for the molar mass: 94.2 g/mol. Its orbital gap (spin up / spin down) is 1.849 / 7.935 eV. The energy relative to the best compared isomer or geometry (same formula, charge and spin) comes out at 88.13 kJ/mol. The calculation puts the strongest force on any atom at 3.0 eV/A.

Each line ends with the natural charge from an NBO analysis.
Cartesian coordinates (Å):
C  5.091  1.434  0.863  -0.809
S  4.307  -0.161  -0.008  -0.808
H  4.335  2.270  0.962  0.197
H  5.875  1.938  0.243  0.192
H  5.533  1.114  1.838  0.192
H  5.422  -0.475  -0.750  0.119
N  -3.438  -0.724  0.047  -0.911
C  -4.696  -0.611  -0.759  -0.076
N  -5.871  0.019  -0.159  -0.830
H  -2.700  -1.034  -0.630  0.362
H  -3.204  0.093  0.582  0.360
H  -5.025  -1.539  -1.252  0.180
H  -4.359  0.077  -1.610  0.140
H  -6.342  -0.619  0.481  0.346
H  -5.659  0.760  0.424  0.346


Among the records above, which one has the lowest strongest force on any atom?
C5H8NO2